ORCA calculation (ωB97M-V/def2-TZVPD) on a 12-piece molecular cluster, H25O12 overall at a distorted geometry.

Properties
HOMO-LUMO gap = 11.32 eV
ΔE to the lowest compared entry with this formula, charge and spin = 4.1036 eV
DFT total energy = -24966.927 eV
F_max = 0.170 hartree/bohr
HOMO energy = -14.066 eV

Structure (ORCA input):
```
! RIJCOSX wB97M-V def2-TZVPD def2/J DEFGRID3
* xyz 1 1
O -2.61278 0.08228 1.70180
H -2.65744 -0.74110 2.22061
H -2.69761 0.71967 2.42443
O 2.20589 2.92226 1.08458
H 1.97171 3.75657 1.42051
H 1.90522 2.79679 0.11116
O 0.11173 -2.99503 -1.16054
H -2.27356 -2.74780 -3.00177
O 1.26947 0.00482 -0.83458
H 1.14267 0.97794 -0.93535
H 2.15574 -0.07247 -1.01882
O 0.94739 -1.10611 1.39137
H 1.52968 -1.00943 0.70941
H 1.03861 -0.29687 1.97952
O 0.43201 2.48358 -1.76590
H -0.14854 2.05730 -1.31318
H 0.56047 3.39030 -1.64191
O -1.10384 -0.84483 -0.12457
H -1.56205 -1.72401 0.25809
H -0.17547 -0.69936 0.38992
O 0.61863 1.57132 2.85538
H 1.17783 1.83444 2.06722
H 1.06352 1.77451 3.73376
O -2.07916 -2.58410 -2.08358
H -0.94010 -1.21805 -1.12593
H -2.50854 -3.30494 -1.57326
O 2.88751 1.60726 -2.05948
H 2.93948 2.10655 -2.93473
H 3.77200 1.14977 -1.79166
O -1.74839 -3.02325 0.76558
H -1.59847 -3.89153 0.28997
H -0.92766 -3.12679 1.22990
O -1.16920 1.87094 0.22154
H -1.87092 1.98185 0.97341
H -0.42077 2.13658 0.72331
H 0.90463 -2.61673 -1.31876
H -0.45447 -3.14633 -1.80866
*
```